Entry 1:
55
Properties=species:S:1:pos:R:3 method="wB97M-V/def2-TZVPD" largest_force_ha_per_bohr=0.13106 lumo_energy_ev="0.0 / -1.4" total_charge=0 s_squared=0.754 spin_multiplicity=2
Ag 0.0022 -0.3102 -0.5375
C 4.9075 0.8674 -1.2829
C 4.5395 -0.5755 -0.9821
C 4.8457 -0.8358 0.5472
O 3.2377 -0.9827 -1.2657
H 5.9661 1.1115 -1.1934
H 4.4886 1.6450 -0.6441
H 4.6666 1.1196 -2.3156
H 5.1919 -1.1939 -1.5986
H 5.8293 -0.4722 0.8449
H 4.9713 -1.9061 0.7104
H 4.1286 -0.4170 1.2532
C -0.0110 -2.4129 4.2972
C -0.8014 -3.2534 3.2247
C -2.1030 -3.9098 3.7531
O -1.0124 -2.6627 1.9601
H 1.0033 -2.2303 3.9424
H 0.1181 -3.0769 5.1519
H -0.5680 -1.5058 4.5315
H -0.1694 -4.1368 3.1339
H -2.9058 -3.1725 3.7550
H -2.0878 -4.1794 4.8092
H -2.2695 -4.9189 3.3763
C -2.0701 -2.8037 -4.2283
O -1.4871 -2.0929 -3.3795
N -3.2436 -2.5030 -4.7008
N -1.3693 -3.7577 -4.8334
H -3.6973 -1.6736 -4.3454
H -3.7219 -3.1885 -5.2677
H -1.9869 -4.2115 -5.4912
H -0.3678 -3.8605 -4.7525
C 0.9596 3.1341 -3.4573
O 0.3629 2.3069 -2.7826
N 1.1497 4.3815 -3.1860
N 1.2263 2.9646 -4.7097
H 0.6558 4.8759 -2.4567
H 1.5644 4.9316 -3.9245
H 1.0482 2.0758 -5.1551
H 1.4068 3.8151 -5.2236
C 0.7835 2.5637 3.1623
O 0.8261 2.0186 2.0341
N -0.2790 2.4576 3.8858
N 1.6950 3.2970 3.7187
H -0.3928 2.8381 4.8144
H -1.0011 1.8031 3.6204
H 2.6137 3.3893 3.3093
H 1.3980 3.8292 4.5241
C -4.3830 1.0534 0.1238
O -3.4595 0.4979 -0.3069
N -4.9822 2.1062 -0.3327
N -4.8271 0.7981 1.3112
H -5.7897 2.4241 0.1839
H -4.5599 2.5262 -1.1485
H -5.7256 1.1880 1.5574
H -4.3145 0.2248 1.9660


Entry 2:
62
Properties=species:S:1:pos:R:3 method="wB97M-V/def2-TZVPD" largest_force_ha_per_bohr=0.12466 lumo_energy_ev="-3.9 / -8.4" total_charge=+1 s_squared=0.762 spin_multiplicity=2
Y 2.3995 -2.0439 -0.6487
Al -2.6872 -0.4674 -2.8755
S 0.0716 -0.6055 0.2952
O 0.4083 -2.0001 0.4504
O -1.0388 -0.4239 -0.6341
O -0.1112 0.0057 1.5908
O 1.3327 -0.2211 -0.2564
S 1.0965 -2.5305 -3.1609
O -0.2279 -1.9539 -3.3108
O 1.6293 -3.3237 -4.2568
O 2.1122 -1.5086 -2.8244
O 1.2638 -3.3630 -1.9848
C 4.2535 -0.2231 1.4042
C 4.9279 -0.1830 0.0690
O 3.9931 -0.2649 -0.9271
O 3.3143 -1.3417 1.4690
H 3.6165 0.6492 1.5503
H 4.9286 -0.2425 2.2597
H 5.5878 -1.0392 -0.0714
H 5.4917 0.7333 -0.1059
H 3.9672 0.5937 -1.3557
H 3.0938 -1.4055 2.4011
C -0.8087 -1.0051 4.7902
C 0.7130 -0.7338 4.7857
O 1.3027 -0.8741 3.4980
O -1.4534 -0.0143 3.9884
H -1.2408 -0.9254 5.7877
H -1.0435 -1.9658 4.3318
H 1.2542 -1.3636 5.4917
H 0.9266 0.2785 5.1291
H 0.7918 -0.3850 2.8488
H -1.1023 0.0039 3.0951
C 1.1646 1.7832 -3.1023
C -0.0037 2.7363 -3.5669
O -1.2687 2.2738 -3.2278
O 1.2874 0.7099 -3.8830
H 0.9669 1.5421 -2.0579
H 2.0769 2.3619 -3.2471
H 0.2128 2.7994 -4.6333
H 0.0609 3.7844 -3.2744
H -1.8911 2.9250 -3.5595
H 1.6866 -0.0152 -3.3967
C -3.3276 -2.3640 0.6002
C -2.2229 -3.4083 0.4924
O -1.3022 -3.3503 1.4992
O -4.0381 -2.2040 -0.6226
H -2.8218 -1.4153 0.7798
H -3.9966 -2.5719 1.4353
H -1.6170 -3.2477 -0.3993
H -2.7097 -4.3738 0.3552
H -0.6247 -2.7547 1.1705
H -4.9597 -2.0221 -0.4245
C -2.1875 2.7615 -0.2694
C -2.2879 4.2304 -0.6814
O -3.4740 4.7851 -0.0698
O -3.1253 1.8759 -0.8429
H -2.1988 2.5944 0.8077
H -1.2333 2.3134 -0.5466
H -2.2992 4.3665 -1.7628
H -1.3604 4.7656 -0.4778
H -3.2637 5.0120 0.8390
H -4.0048 2.2509 -0.7567


Entry 3:
51
Properties=species:S:1:pos:R:3 method="wB97M-V/def2-TZVPD" largest_force_ha_per_bohr=0.02149 lumo_energy_ev=0.3 total_charge=0
C 1.8168 3.5198 -1.9027
C 1.1852 2.4359 -1.0801
O 0.8291 2.8761 0.2545
B 1.8476 2.9159 1.1040
Br 1.8742 4.1624 2.5912
H 2.2777 3.0768 -2.7755
H 1.0770 4.2552 -2.1938
H 2.5972 4.0482 -1.3610
H 1.7829 1.5339 -1.0733
H 0.2486 2.1645 -1.5545
H 2.7496 2.1517 0.9811
C -2.4513 4.0274 -0.3487
S -3.1990 2.7595 -1.3761
O -2.8892 3.0966 -2.7940
C -4.8992 3.2479 -1.0712
H -1.3706 3.9286 -0.4237
H -2.7613 5.0107 -0.7037
H -2.7600 3.8750 0.6853
H -5.0390 4.2834 -1.3835
H -5.1207 3.1246 -0.0134
H -5.5431 2.5960 -1.6580
C 3.8354 -1.6974 -1.0716
S 3.7606 -1.0588 -2.7472
O 2.9456 0.1865 -2.7003
C 2.6972 -2.3563 -3.3880
H 4.4242 -0.9996 -0.4762
H 2.8330 -1.7776 -0.6616
H 4.3153 -2.6734 -1.0767
H 1.7702 -2.3838 -2.8161
H 3.2152 -3.3127 -3.3217
H 2.4828 -2.1260 -4.4293
C -5.6285 -0.6378 2.9807
S -4.4887 -0.1595 1.6762
O -4.7041 1.2907 1.4281
C -5.3155 -1.0489 0.3532
H -5.3111 -0.1440 3.8962
H -6.6377 -0.3194 2.7202
H -5.5902 -1.7187 3.1151
H -6.3454 -0.7025 0.2662
H -5.2866 -2.1179 0.5630
H -4.7776 -0.8426 -0.5698
C 3.0343 -5.1644 2.9224
S 3.3400 -3.6344 2.0319
O 2.7591 -3.8048 0.6736
C 5.1184 -3.8504 1.8831
H 1.9616 -5.2470 3.0806
H 3.3866 -6.0083 2.3298
H 3.5451 -5.1312 3.8846
H 5.3321 -4.7825 1.3597
H 5.5656 -3.8576 2.8766
H 5.5107 -3.0102 1.3144


Entry 4:
55
Properties=species:S:1:pos:R:3 method="wB97M-V/def2-TZVPD" largest_force_ha_per_bohr=0.29728 lumo_energy_ev=2.5 total_charge=-1
B 0.0357 0.4022 0.1876
F 0.2240 -0.8411 0.7663
F 1.0358 0.6491 -0.6959
F -1.2941 0.4017 -0.3890
F 0.0847 1.2559 1.2474
C 2.6510 -0.7867 1.0604
S 2.9960 0.9516 0.7145
O 4.1872 1.2930 1.5837
C 3.6710 0.6852 -1.0208
H 2.4901 -1.3257 0.1268
H 1.7321 -0.7964 1.6466
H 3.3258 -1.3098 1.7380
H 4.5761 0.0802 -1.0755
H 3.8755 1.6724 -1.4354
H 2.8864 0.3530 -1.7005
C -1.5829 0.8862 -2.3221
S -2.4458 -0.2616 -3.4793
O -3.8965 -0.2186 -2.9406
C -2.2542 0.9505 -4.8762
H -2.2867 1.6706 -2.0438
H -0.6575 1.3953 -2.5912
H -1.5581 0.3217 -1.3900
H -2.8362 0.7814 -5.7822
H -1.1979 1.1465 -5.0603
H -2.5408 1.8906 -4.4047
C -1.3312 -1.5206 -1.5232
S -1.0512 -3.3364 -1.2528
O -0.3686 -3.6384 -2.5665
C 0.4166 -3.3069 -0.0576
H -0.4310 -1.1141 -1.9841
H -1.4238 -0.9335 -0.6096
H -2.1690 -1.2912 -2.1817
H 1.2409 -3.9442 -0.3777
H 0.2836 -3.3311 1.0240
H 0.7945 -2.2919 -0.1803
C -3.2513 -0.7252 1.6753
S -2.6021 -1.8693 2.9819
O -3.5091 -3.1217 2.6622
C -1.0235 -2.3632 2.0925
H -3.5407 -1.4529 0.9171
H -2.5596 -0.0337 1.1942
H -4.1540 -0.2266 2.0284
H -1.1629 -3.1643 1.3667
H -0.3296 -2.8936 2.7447
H -0.5873 -1.4837 1.6189
C 1.2133 3.2998 0.8053
S 2.5578 3.1349 2.1423
O 2.8222 4.6476 2.5007
C 1.6778 2.5146 3.6651
H 1.0644 2.4173 0.1831
H 1.4453 4.0737 0.0737
H 0.2174 3.4523 1.2211
H 1.3022 1.5090 3.4757
H 0.8627 3.1576 3.9971
H 2.3754 2.5887 4.4994


Entry 5:
68
Properties=species:S:1:pos:R:3 method="wB97M-V/def2-TZVPD" largest_force_ha_per_bohr=0.04820 lumo_energy_ev=1.8 total_charge=-1
O 4.9679 -3.3470 -4.1505
C 5.8628 -3.0613 -4.9760
O 5.6070 -2.7712 -6.1771
B 7.3588 -3.1271 -4.4089
C 8.4100 -2.0347 -4.9329
O 9.0780 -2.3271 -5.8830
N 8.6660 -0.7223 -4.3320
C 7.4859 0.0073 -4.1127
O 6.7056 -0.1612 -3.2623
F 7.2587 1.0676 -4.9741
H 7.7274 -3.9669 -3.6556
H 9.1743 -0.2028 -5.0605
C 3.6673 3.2396 -3.4031
O 3.0179 4.2275 -3.0752
N 3.2625 2.3950 -4.3893
N 4.8419 2.8995 -2.8137
H 3.7775 1.5800 -4.6731
H 2.3973 2.6104 -4.8507
H 5.1788 3.4948 -2.0791
H 5.3791 2.0913 -3.0746
C 0.2079 2.1422 -0.4456
O -0.8037 1.9487 0.2235
N 0.5462 3.3723 -0.9215
N 1.0760 1.1533 -0.7689
H 1.3691 3.5481 -1.4726
H -0.0677 4.1355 -0.7040
H 0.8723 0.2157 -0.4400
H 1.9050 1.3047 -1.3135
C 0.3099 -2.4524 -1.3927
O 0.3957 -1.6247 -0.4910
N -0.5613 -2.3061 -2.4326
N 1.0642 -3.5714 -1.4323
H -0.6498 -2.9668 -3.1813
H -1.1379 -1.4838 -2.4352
H 1.7163 -3.7122 -0.6823
H 1.0060 -4.2587 -2.1592
C -1.2588 -6.2766 -0.9076
O -0.0564 -6.1070 -0.9905
N -2.0980 -5.3227 -0.4139
N -1.8683 -7.4337 -1.3018
H -3.0904 -5.4386 -0.3360
H -1.6823 -4.4568 -0.1145
H -1.2792 -8.1581 -1.6709
H -2.8561 -7.5924 -1.2419
C -3.7750 2.2314 3.2504
O -4.0236 1.9582 4.4271
N -4.6462 2.9188 2.4680
N -2.6186 1.8716 2.6440
H -4.4653 3.1533 1.5104
H -5.5193 3.2035 2.8900
H -1.9498 1.3620 3.1937
H -2.3954 2.0854 1.6846
C -3.5403 -1.1046 6.4702
O -2.9094 -0.3231 7.1622
N -4.1156 -0.7515 5.2912
N -3.7214 -2.4154 6.8303
H -4.6353 -1.3889 4.7183
H -4.0077 0.2139 4.9812
H -3.3102 -2.7134 7.6958
H -4.2343 -3.0779 6.2810
C -6.6226 5.4035 4.6187
O -6.6096 4.5218 3.7772
N -6.3046 5.1705 5.9196
N -6.9551 6.6936 4.3252
H -6.3067 5.8775 6.6297
H -6.0518 4.2284 6.1677
H -7.1946 6.8993 3.3723
H -6.9711 7.4326 5.0018